The following is a DFT calculation (ωB97M-V with the def2-TZVPD basis set) of 2 unconnected molecules or ions with the total composition C2H7N3.

The value obtained for the gap between HOMO and LUMO (spin up / spin down) is 3.3 / 7.2 eV. The calculation puts the energy relative to the best compared isomer or geometry (same formula, charge and spin) at 79.6 kJ/mol. Its expectation value of S² is 0.75. As for the total charge: -1. The spin multiplicity is 2.

Geometry (Å):
C -0.61991 1.03628 2.30071
N 0.47491 0.59244 1.59411
H -0.65146 2.08525 2.58466
H -1.35609 0.33966 2.71412
H 0.45658 -0.42348 1.58193
N 0.08635 0.52460 -1.37895
C 0.33353 -0.75951 -1.76439
N 0.16723 -1.76096 -0.98369
H 0.17181 0.62050 -0.33463
H 0.41581 1.22888 -2.01727
H 0.67340 -0.90000 -2.80866
H -0.15216 -2.58364 -1.48794

***

The following is a DFT calculation (ωB97M-V with the def2-TZVPD basis set) of a molecular structure, C50H58F6N5O6S2ScSi.

The value obtained for the gap between HOMO and LUMO is 7.0 eV. The calculation puts the energy relative to the best compared isomer or geometry (same formula, charge and spin) at 0.0 kJ/mol. As for the total charge: 0. The spin multiplicity is 1.

Geometry (Å):
Sc 0.16065 0.48635 0.00233
F 3.31108 4.99466 0.49024
C 2.46413 4.12071 -0.03834
F 3.12069 3.00155 -0.33751
F 1.96198 4.63501 -1.15650
S 1.07368 3.78751 1.13585
O 0.49044 2.52162 0.66042
O 0.14490 4.87509 0.98444
N 1.83830 3.63100 2.45695
S 1.24358 3.90120 3.94705
O 0.67075 -0.03986 1.86927
O -0.23561 3.91620 3.98858
C 1.66134 5.72471 4.08913
F 2.94668 5.93417 3.79688
F 1.45959 6.08238 5.36732
F 0.90937 6.49443 3.31369
C -1.71388 -4.06617 -3.86263
C -2.46450 -2.79729 -3.45021
C -2.34036 -1.73465 -4.51117
C -3.29878 -1.62739 -5.50718
C -3.14375 -0.72481 -6.55126
C -1.98582 0.02950 -6.61741
C -0.98453 -0.06726 -5.64984
C 0.28761 0.71022 -5.87188
C 1.17323 0.05389 -6.93307
C -1.19001 -0.92202 -4.55262
N -0.37133 -0.94142 -3.41173
C 0.87293 -1.21795 -3.47511
C 1.76076 -1.32247 -2.34671
C 2.85968 -2.17865 -2.37527
C 3.24793 -2.38942 -1.04708
C 2.36937 -1.64265 -0.27843
N 1.47891 -0.95574 -1.04360
H -1.82660 -4.85644 -3.11886
H -0.64827 -3.85681 -3.97463
H -2.08620 -4.43986 -4.81773
H -2.05264 -2.43026 -2.50717
H -3.52102 -3.03435 -3.29248
H -4.17429 -2.26713 -5.46465
H -3.90445 -0.63055 -7.31573
H -1.83483 0.71236 -7.44691
H 0.83777 0.81619 -4.94176
H 0.03264 1.72376 -6.19196
H 1.45141 -0.96061 -6.64155
H 2.08941 0.62695 -7.08344
H 0.65386 -0.01447 -7.89050
H 1.33224 -1.51320 -4.42626
H 3.27719 -2.62623 -3.26508
H 4.05107 -3.00783 -0.68039
H 2.33716 -1.57673 0.79598
C 5.45151 2.31481 3.18031
C 5.06660 1.70728 1.99302
C 3.95880 0.87462 1.96712
C 3.21111 0.62723 3.12065
C 3.62302 1.23801 4.30686
C 4.72991 2.07577 4.33967
Si 1.66691 -0.43380 3.07879
C 0.82489 -0.28324 4.74932
C 1.10973 -1.18738 5.77418
C 0.50102 -1.07969 7.01813
C -0.40799 -0.05772 7.25900
C -0.69723 0.85766 6.25599
C -0.08466 0.74030 5.01537
H 6.30937 2.97534 3.19987
H 5.62396 1.89230 1.08308
H 3.67265 0.41860 1.02340
H 3.06006 1.07573 5.21923
H 5.02236 2.54934 5.26903
H 2.05747 -1.87314 2.99062
H 1.81333 -1.99417 5.59495
H 0.73553 -1.79050 7.80104
H -0.88175 0.03008 8.22876
H -1.38791 1.67163 6.44254
H -0.30445 1.47495 4.24870
C 1.47894 -6.39683 3.28860
C 0.69489 -5.26435 2.69134
C -0.01397 -4.38287 3.49713
C -0.72003 -3.31788 2.96024
C -1.47490 -2.41618 3.90733
C -0.69110 -3.12109 1.56005
C -1.29772 -1.90428 1.05713
O -1.15087 -1.41614 -0.06219
C -0.01425 -4.03543 0.72208
C -0.06510 -3.94316 -0.77467
C 0.66506 -5.08668 1.31140
H 1.37256 -6.42734 4.37166
H 2.53905 -6.29180 3.05183
H 1.14819 -7.35394 2.88241
H -0.00745 -4.52104 4.57211
H -1.28971 -2.72042 4.93663
H -2.55170 -2.46666 3.73113
H -1.16122 -1.37488 3.81745
H -1.91528 -1.34557 1.76975
H 0.28254 -2.98128 -1.14040
H -1.09613 -4.06233 -1.11548
H 0.53722 -4.73316 -1.22052
H 1.19441 -5.78685 0.67474
C -3.03872 1.09303 3.16065
C -2.29350 1.67080 1.99061
N -2.07721 2.98153 1.99695
O -1.93792 0.93628 1.04842
H -3.68445 1.82813 3.63766
H -2.31221 0.74144 3.89348
H -3.62708 0.24052 2.82742
H -2.13484 3.50373 2.85885
H -1.46014 3.37477 1.29988
C -3.70816 1.48109 -3.78368
N -3.64180 1.37000 -2.30183
C -3.17048 0.01975 -1.88361
C -2.82333 2.48418 -1.65613
C -1.45447 2.61634 -2.25081
C -1.29457 3.61595 -3.21456
C -0.07494 3.81194 -3.83421
C 0.97791 2.98034 -3.48627
C 0.80241 1.99097 -2.52961
C -0.40867 1.76682 -1.84958
H -4.38357 0.71688 -4.15988
H -2.71352 1.31268 -4.18876
H -4.05842 2.47566 -4.05076
H -4.58662 1.47977 -1.93947
H -2.14853 -0.12369 -2.23554
H -3.83257 -0.72192 -2.32554
H -3.18527 -0.02915 -0.79861
H -2.79324 2.23308 -0.59879
H -3.40858 3.39244 -1.80914
H -2.13066 4.26369 -3.46392
H 0.05472 4.60121 -4.56345
H 1.94715 3.10945 -3.95641
H 1.67019 1.37122 -2.30424

***

The following is a DFT calculation (ωB97M-V with the def2-TZVPD basis set) of a molecular structure, C27H39BN6S3W.

The value obtained for the gap between HOMO and LUMO (spin up / spin down) is 5.6 / 3.7 eV. Its expectation value of S² is 2.04. As for the total charge: +4. The spin multiplicity is 3.

Geometry (Å):
W -0.14728 0.67565 -4.17667
C 4.21219 -1.74178 -3.45100
C 3.07848 -1.70443 -2.48554
C 2.93490 -2.60341 -1.44606
C 1.83297 -2.51897 -0.57211
N 0.91699 -1.56685 -0.72991
N 1.02980 -0.70575 -1.70860
B -0.10577 0.36320 -1.96213
N 0.25462 1.78060 -1.35116
N 0.74102 1.79835 -0.14631
C 1.11755 2.95201 0.41746
C 1.06057 4.15397 -0.31745
C 0.53519 4.16125 -1.59700
C 0.48524 5.39952 -2.42438
C 0.08834 2.90872 -2.08664
S -0.70618 2.85821 -3.65076
C 1.60161 2.90075 1.83849
C 0.41909 2.36493 2.68704
C 2.01571 4.27148 2.37320
C 2.78876 1.92194 1.92452
N -1.49214 -0.10890 -1.40014
N -1.65724 -0.20777 -0.10399
C -2.86229 -0.51575 0.39409
C -3.98548 -0.62104 -0.45711
C -3.83099 -0.55837 -1.82296
C -4.96458 -0.66835 -2.78222
C -2.50172 -0.35365 -2.26768
S -2.14692 -0.44168 -3.96625
C -3.04614 -0.72919 1.86821
C -3.60994 -2.14524 2.07614
C -4.05484 0.32558 2.39289
C -1.73830 -0.56663 2.64306
C 2.06133 -0.74494 -2.58313
S 2.12529 0.50106 -3.82255
C 1.65199 -3.47698 0.57780
C 0.23522 -4.07133 0.51637
C 1.85925 -2.69855 1.89012
C 2.67367 -4.62328 0.53999
H 4.89303 -2.56240 -3.23969
H 3.85698 -1.85795 -4.47852
H 4.78586 -0.81001 -3.41364
H 3.68412 -3.37155 -1.30628
H 1.43898 5.07011 0.11510
H 0.83396 6.26290 -1.86369
H 1.12886 5.29492 -3.30319
H -0.52563 5.61224 -2.78415
H -0.43511 3.04339 2.65227
H 0.10776 1.38341 2.32470
H 0.74298 2.27994 3.72301
H 1.18842 4.98451 2.37682
H 2.33655 4.17010 3.40893
H 2.87337 4.68513 1.83652
H 2.50365 0.93312 1.55932
H 3.64406 2.27954 1.34805
H 3.10490 1.83816 2.96304
H -4.97236 -0.75701 -0.03349
H -5.88638 -0.94869 -2.27908
H -5.13117 0.29049 -3.28289
H -4.76319 -1.40647 -3.56487
H -4.58476 -2.28641 1.60429
H -2.93881 -2.90915 1.67657
H -3.73660 -2.33202 3.14130
H -5.04548 0.19948 1.95090
H -4.17296 0.20783 3.46841
H -3.70143 1.33873 2.19713
H -1.01551 -1.31513 2.32114
H -1.31467 0.42781 2.50469
H -1.91968 -0.71989 3.70440
H -0.52033 -3.28121 0.53668
H 0.09100 -4.66938 -0.38558
H 0.08277 -4.72393 1.37401
H 1.16482 -1.86247 1.96490
H 1.69664 -3.36826 2.73255
H 2.87239 -2.29986 1.96652
H 2.57338 -5.22290 -0.36842
H 3.69754 -4.26165 0.65182
H 2.49209 -5.29985 1.37280

***

The following is a DFT calculation (ωB97M-V with the def2-TZVPD basis set) of C3H8INOS in the gas phase.

The value obtained for the gap between HOMO and LUMO is 7.9 eV. The calculation puts the energy relative to the best compared isomer or geometry (same formula, charge and spin) at 314.5 kJ/mol. As for the total charge: 0. The spin multiplicity is 1.

Geometry (Å):
C 0.91620 -1.89056 0.13916
C -2.06722 0.61450 -0.86994
C 1.35397 -0.51432 0.68249
N 0.35108 1.67345 1.05893
O -0.84991 -0.10741 -0.60488
S 0.51585 0.66443 -0.27241
I 3.39747 0.07884 -0.03439
H -0.16748 -1.89091 0.38420
H 1.04975 -2.04213 -0.94833
H 1.49607 -2.80343 0.63828
H -2.49573 0.90905 0.12461
H -1.91350 1.41824 -1.67010
H -2.73415 -0.13711 -1.41989
H 0.48531 2.63231 0.80791
H 0.66227 1.39506 1.98435

***

Which of these has the lowest total charge?
C2H7N3